# 1
Formula: CH5S2
Source: OMol25
Level of theory: ωB97M-V/def2-TZVPD

orbital gap = 0.2475 hartree
total charge = -1
energy above the lowest of the compared OMol25 structures with the same formula, charge and spin = 17.6 kcal per mole
E_LUMO = 0.1374 Ha

Each line ends with the Mulliken charge.
Element x y z (Å)
S -1.72646 -0.93184 1.33715  -0.804
H -1.14320 -1.90710 0.45089  -0.013
C 2.02091 0.02667 -1.27751  -0.603
S 0.64807 1.05517 -0.64868  -0.271
H 2.82021 0.41840 -0.66637  0.215
H 1.80261 -1.02906 -0.87215  0.212
H 1.97093 0.01753 -2.42685  0.210
H -0.32177 0.36685 0.16402  0.054

---

# 2
Formula: CH5S3
Source: OMol25
Level of theory: ωB97M-V/def2-TZVPD

orbital gap = 0.2192 hartree
total charge = -1
energy above the lowest of the compared OMol25 structures with the same formula, charge and spin = 8.9 kcal per mole
E_LUMO = 0.1317 Ha

Each line ends with the Mulliken charge.
Element x y z (Å)
S -2.32142 -0.77868 1.54768  -0.346
H -2.20795 0.52361 1.34527  0.135
C 2.36990 -0.65987 -0.08870  -0.779
S 1.35334 0.90613 -0.13200  -0.202
S -0.15552 0.30174 -1.45022  -0.678
H 2.69915 -0.73120 -1.11608  0.241
H 3.26823 -0.61268 0.53230  0.289
H 1.69255 -1.34134 0.42010  0.210
H -1.22999 -0.89727 0.72335  0.130

---

# 3
Formula: CH6Cl2OSi2
Source: OMol25
Level of theory: ωB97M-V/def2-TZVPD

orbital gap = 0.3609 hartree
total charge = 0
energy above the lowest of the compared OMol25 structures with the same formula, charge and spin = 50.6 kcal per mole
E_LUMO = -0.0032 Ha

Each line ends with the Mulliken charge.
Element x y z (Å)
C 0.99515 1.29265 -1.24354  -0.924
O -0.45626 -0.50716 1.28952  -0.364
Si -1.73961 -1.39452 0.91076  0.383
Si 1.44323 0.41295 0.36267  0.761
Cl -2.81979 -0.58607 -0.68556  -0.312
Cl 2.60609 -1.18145 0.15354  -0.139
H -0.06487 1.36984 -1.50669  0.317
H 0.96888 2.39075 -1.04278  0.303
H 1.62956 1.09210 -2.17098  0.310
H -2.66070 -1.53804 2.13869  -0.119
H -1.63152 -2.65082 0.25123  -0.170
H 1.72984 1.29976 1.54315  -0.046

---

# 4
Formula: CH6ClN2S
Source: OMol25
Level of theory: ωB97M-V/def2-TZVPD

orbital gap = 0.2848 hartree
total charge = +1
energy above the lowest of the compared OMol25 structures with the same formula, charge and spin = 35.1 kcal per mole
E_LUMO = -0.1838 Ha

Each line ends with the Mulliken charge.
Element x y z (Å)
C 1.66843 0.19143 0.55431  0.017
N -1.18049 -0.21410 0.07619  -0.426
N 2.30557 0.46144 -0.51254  -0.143
S -2.31026 -1.31514 -0.09859  0.013
Cl -1.76309 1.43851 0.02575  -0.100
H 2.02064 0.40965 1.46823  0.365
H 0.67945 -0.22252 0.40562  0.215
H -3.12730 -0.87505 -0.99738  0.234
H 3.19352 0.93564 -0.55170  0.281
H 1.84324 0.22085 -1.38851  0.311
H -3.32970 -1.03070 1.01862  0.234

---

# 5
Formula: CH6ClNSi
Source: OMol25
Level of theory: ωB97M-V/def2-TZVPD

SMILES = [H]/N=[SiH]/C.Cl
orbital gap = 0.3644 hartree
total charge = 0
energy above the lowest of the compared OMol25 structures with the same formula, charge and spin = 79.2 kcal per mole
E_LUMO = -0.0066 Ha

Each line ends with the Mulliken charge.
Element x y z (Å)
C 0.57836 -0.88019 -0.26812  -0.875
N -1.04811 1.55853 -0.33698  -0.571
Si 0.18315 0.80181 0.40216  0.528
Cl -2.99492 -0.72026 -0.26954  -0.281
H 0.84906 -0.98435 -1.37214  0.300
H 1.43125 -1.24955 0.38506  0.248
H -0.31569 -1.45618 -0.12718  0.271
H -1.18072 2.56803 -0.25770  0.195
H -1.93744 -0.02776 -0.37508  0.270
H 1.31338 1.06807 1.40607  -0.085

---

# 6
Formula: CH6FN4
Source: OMol25
Level of theory: ωB97M-V/def2-TZVPD

orbital gap = 0.3149 hartree
total charge = +1
energy above the lowest of the compared OMol25 structures with the same formula, charge and spin = 36.7 kcal per mole
E_LUMO = -0.1717 Ha

Each line ends with the Mulliken charge.
Element x y z (Å)
C 0.08168 -0.07086 0.12369  0.520
N -2.20342 -0.49873 0.65385  -0.552
N -1.28095 0.05885 -0.25314  -0.195
N 1.07944 0.08636 -0.72119  0.106
N 2.36947 0.45556 -0.36937  -0.581
F 0.31923 -0.28667 1.39385  -0.185
H -2.16266 0.37040 -1.23773  0.495
H -2.91425 0.17338 0.92327  0.273
H 0.85029 0.25947 -1.69839  0.289
H 3.06715 -0.02714 -0.92570  0.272
H 2.55741 0.35949 0.62319  0.283
H -1.76338 -0.88010 1.48767  0.276

---

# 7
Formula: CH6N
Source: OMol25
Level of theory: ωB97M-V/def2-TZVPD

orbital gap = 0.3796 hartree
total charge = +1
energy above the lowest of the compared OMol25 structures with the same formula, charge and spin = 117.2 kcal per mole
E_LUMO = -0.2271 Ha

Each line ends with the Mulliken charge.
Element x y z (Å)
C -0.42495 0.54482 -0.24963  -0.817
N 0.43466 -0.62311 0.27662  -0.361
H 0.08712 1.05943 -1.05895  0.414
H -1.26438 0.18195 -0.99345  0.394
H -1.09278 1.09450 0.37571  0.366
H -0.15707 -1.42808 0.36622  0.236
H 1.43617 -0.65884 0.41927  0.293
H 0.49801 0.84389 0.45268  0.475

---

# 8
Formula: CH6N2
Source: OMol25
Level of theory: ωB97M-V/def2-TZVPD

orbital gap = 0.3458 hartree
total charge = 0
energy above the lowest of the compared OMol25 structures with the same formula, charge and spin = 69.5 kcal per mole
E_LUMO = 0.0389 Ha

Each line ends with the Mulliken charge.
Element x y z (Å)
C -0.94263 -0.01828 0.15542  -0.802
N 1.45325 -0.08547 0.05942  -0.460
N 0.32969 0.70124 -0.04222  -0.348
H -0.89705 -0.76483 -0.66865  0.314
H -1.18002 -0.53433 1.12049  0.285
H -1.81873 0.72893 -0.02461  0.237
H 1.40211 -0.45316 0.99589  0.251
H 1.65397 -0.95288 -0.48019  0.231
H -0.00059 1.37878 -1.11554  0.292

---

# 9
Formula: CH6N2O
Source: OMol25
Level of theory: ωB97M-V/def2-TZVPD

SMILES = [H]/N=C/N.O
orbital gap = 0.3895 hartree
total charge = 0
energy above the lowest of the compared OMol25 structures with the same formula, charge and spin = 19.3 kcal per mole
E_LUMO = 0.0325 Ha

Each line ends with the Mulliken charge.
Element x y z (Å)
O 2.51572 0.85393 -1.00477  -0.672
H 3.19362 0.89660 -0.31084  0.311
N -1.56280 0.00921 1.11905  -0.446
C -1.04186 -0.63956 0.04901  0.076
N 0.16245 -0.62019 -0.36656  -0.612
H -0.95775 0.56294 1.70690  0.238
H -2.47341 0.43418 1.12994  0.229
H -1.77437 -1.16067 -0.57775  0.275
H 0.18804 -0.93115 -1.33049  0.208
H 1.75036 0.59470 -0.41449  0.394

---

# 10
Formula: CH6N2O
Source: OMol25
Level of theory: ωB97M-V/def2-TZVPD

orbital gap = 0.2223 hartree
total charge = 0
energy above the lowest of the compared OMol25 structures with the same formula, charge and spin = 77.3 kcal per mole
E_LUMO = -0.0108 Ha

Each line ends with the Mulliken charge.
Element x y z (Å)
O 2.24389 -0.37416 1.74972  -1.046
H 2.96072 -1.00223 1.64047  0.165
N -1.63656 -0.22027 -0.83986  -0.402
C -0.58141 -0.05545 -0.01104  0.218
N 0.24685 0.91778 -0.23372  -0.310
H -1.72736 0.21276 -1.74441  0.228
H -2.15671 -1.08241 -0.77010  0.251
H -0.48420 -0.76884 0.81397  0.365
H 1.18285 0.64126 0.14088  0.285
H -0.04806 1.73156 -0.74592  0.245

---

# 11
Formula: CH6N2O
Source: OMol25
Level of theory: ωB97M-V/def2-TZVPD

SMILES = NC=O.N
orbital gap = 0.4063 hartree
total charge = 0
energy above the lowest of the compared OMol25 structures with the same formula, charge and spin = 13.0 kcal per mole
E_LUMO = 0.0314 Ha

Each line ends with the Mulliken charge.
Element x y z (Å)
N 0.56823 0.63654 2.83189  -0.651
H 0.87178 1.46045 3.33231  0.224
H 0.50536 0.83128 1.84491  0.208
H -0.37910 0.51494 3.17710  0.223
C -0.62295 -0.14769 -1.56939  0.089
N 0.33609 -0.97081 -2.10507  -0.387
O -1.35132 0.58000 -2.19938  -0.508
H -0.85655 -0.32911 -0.50470  0.317
H 0.36194 -1.91620 -1.77188  0.238
H 0.56651 -0.65940 -3.03579  0.246

---

# 12
Formula: CH6N2O
Source: OMol25
Level of theory: ωB97M-V/def2-TZVPD

orbital gap (spin up / spin down) = 0.3883 / 0.2194 hartree
total charge = +1
energy above the lowest of the compared OMol25 structures with the same formula, charge and spin = 27.1 kcal per mole
spin multiplicity = 2
<S²> = 0.7775
E_LUMO (spin up / spin down) = -0.1831 / -0.3512 Ha

Each line ends with the Mulliken spin population.
Element x y z (Å)
N 0.45223 -0.06661 1.25790  0.794
C 0.71357 1.16518 0.57407  -0.109
N 0.29132 1.16839 -0.60253  0.356
H -0.34845 -0.59807 0.86245  -0.018
H 1.15065 -0.68321 1.67303  -0.021
H 1.44260 1.60774 1.27962  -0.008
H 0.22479 1.92920 -1.27554  0.005
H -1.19176 -0.75413 -1.16921  0.000
H -1.10154 -2.18044 -1.57999  0.000
O -1.63341 -1.58804 -1.01980  0.001

---

# 13
Formula: CH6N2OPS
Source: OMol25
Level of theory: ωB97M-V/def2-TZVPD

orbital gap = 0.3444 hartree
total charge = +1
energy above the lowest of the compared OMol25 structures with the same formula, charge and spin = 51.4 kcal per mole
E_LUMO = -0.1887 Ha

Each line ends with the Mulliken charge.
Element x y z (Å)
C -0.92608 0.36521 0.37692  0.656
N 0.26296 0.89444 0.61248  -0.260
N -0.47572 -0.94295 -1.20939  -0.657
O -1.67751 -0.32071 1.17753  -0.279
P 1.59084 0.00957 1.48476  0.031
S -2.54541 0.68945 0.07740  0.025
H 0.46790 1.57510 -0.05149  0.338
H -1.41237 -1.00191 -1.55149  0.315
H 0.04993 -1.60474 -0.69812  0.298
H 0.20655 -0.43947 -1.84810  0.301
H 2.03366 -0.47224 0.19654  0.081
H 2.42525 1.24825 1.43296  0.151

---

# 14
Formula: CH6N2P
Source: OMol25
Level of theory: ωB97M-V/def2-TZVPD

orbital gap (spin up / spin down) = 0.1969 / 0.1911 hartree
total charge = +1
energy above the lowest of the compared OMol25 structures with the same formula, charge and spin = 80.9 kcal per mole
E_LUMO (spin up / spin down) = -0.3063 / -0.3102 Ha

Each line ends with the Mulliken charge.
Element x y z (Å)
C 0.93765 0.24114 0.26074  0.210
N 2.23180 0.23746 0.13397  -0.354
N 0.10781 0.42519 -0.67593  -0.497
P -3.05979 -0.01906 0.41436  0.388
H 0.47194 0.27658 1.29136  0.228
H 2.86709 0.10685 0.94372  0.257
H 2.57743 0.17321 -0.80999  0.217
H 0.55254 0.44283 -1.58462  0.173
H -3.17107 -1.35033 0.85862  0.185
H -3.51540 -0.53387 -0.83223  0.192

---

# 15
Formula: CH6N2S
Source: OMol25
Level of theory: ωB97M-V/def2-TZVPD

SMILES = [H]/N=C/N.S
orbital gap = 0.3681 hartree
total charge = 0
energy above the lowest of the compared OMol25 structures with the same formula, charge and spin = 26.5 kcal per mole
E_LUMO = 0.0328 Ha

Each line ends with the Mulliken charge.
Element x y z (Å)
S -3.48715 2.42551 -1.80083  -0.307
H -3.76154 2.14885 -3.08740  0.151
N 2.35897 -2.72010 0.66592  -0.511
C 2.46523 -1.50036 1.29246  0.008
N 3.19362 -1.32118 2.33753  -0.609
H 2.83084 -3.46248 1.16882  0.308
H 2.75672 -2.81587 -0.26420  0.237
H 2.07505 -0.63825 0.73400  0.336
H 2.68536 -0.71851 2.99110  0.230
H -4.19076 3.55430 -1.48794  0.156

---

# 16
Formula: CH6N2S
Source: OMol25
Level of theory: ωB97M-V/def2-TZVPD

orbital gap = 0.3576 hartree
total charge = 0
energy above the lowest of the compared OMol25 structures with the same formula, charge and spin = 48.8 kcal per mole
E_LUMO = -0.0070 Ha

Each line ends with the Mulliken charge.
Element x y z (Å)
C -1.04866 -0.77080 1.51776  -0.999
N 1.54561 1.00511 -0.53443  -0.409
N 0.64893 -0.21733 -2.33616  -0.426
S 0.94723 1.20890 -1.89915  0.337
H -1.08965 -0.84860 2.59145  0.313
H -0.04307 -0.32162 1.36268  0.195
H -1.72856 -0.03566 1.22819  0.249
H 1.87296 1.84909 -0.00512  0.243
H -1.23656 -1.82849 1.29761  0.242
H 0.13176 -0.04060 -3.22282  0.255

---

# 17
Formula: CH6N3
Source: OMol25
Level of theory: ωB97M-V/def2-TZVPD

orbital gap = 0.3568 hartree
total charge = +1
energy above the lowest of the compared OMol25 structures with the same formula, charge and spin = 139.7 kcal per mole
E_LUMO = -0.2154 Ha

Each line ends with the Mulliken charge.
Element x y z (Å)
C -1.06740 0.19840 -1.54724  -0.256
N 0.38256 -0.01258 -0.08125  -0.229
N 1.66832 -0.09327 1.72954  -0.168
N 1.43599 0.38842 0.61370  -0.058
H -0.27679 0.13448 -2.21658  0.310
H -1.68813 -0.59026 -1.22263  0.290
H -1.42169 1.12277 -1.52785  0.287
H -0.13525 -0.66753 0.52129  0.211
H 2.50983 0.35718 2.24595  0.327
H 0.99702 -0.78166 2.25880  0.284

---

# 18
Formula: CH6N3O
Source: OMol25
Level of theory: ωB97M-V/def2-TZVPD

orbital gap = 0.3827 hartree
total charge = +1
energy above the lowest of the compared OMol25 structures with the same formula, charge and spin = 125.4 kcal per mole
E_LUMO = -0.2061 Ha

Each line ends with the Mulliken charge.
Element x y z (Å)
C -0.39675 -0.61314 -0.49720  -0.403
N -0.74315 0.14109 0.68020  -0.335
N 0.20347 0.24035 -1.45934  -0.213
N 0.65995 0.71993 0.86309  0.032
O 1.10729 1.21509 -0.26589  -0.293
H 0.23228 -1.51755 -0.06840  0.353
H -1.37673 -0.93561 -0.84793  0.390
H -1.43827 0.86124 0.40057  0.337
H 0.97212 -0.22405 -1.93324  0.332
H 0.58230 1.55186 1.51708  0.376
H 1.29463 -0.17305 1.17040  0.423

---

# 19
Formula: CH6N4
Source: OMol25
Level of theory: ωB97M-V/def2-TZVPD

SMILES = [H]/N=C(/N)NN
orbital gap = 0.3539 hartree
total charge = 0
energy above the lowest of the compared OMol25 structures with the same formula, charge and spin = 13.9 kcal per mole
E_LUMO = 0.0349 Ha

Each line ends with the Mulliken charge.
Element x y z (Å)
C -0.50024 0.11547 0.02665  0.561
H 1.82736 0.69088 -0.67518  0.247
H 2.09745 0.18198 1.00526  0.261
H 0.58257 -1.67161 -0.28867  0.238
H -2.00279 -1.51480 -0.07198  0.189
H -2.46344 0.25273 0.15026  0.258
H 0.34498 1.82482 -0.09930  0.200
N 1.81502 -0.11637 -0.00659  -0.754
N 0.57717 -0.65864 -0.03303  0.005
N -1.73139 -0.49959 0.02060  -0.444
N -0.54669 1.39513 -0.02803  -0.762

---

# 20
Formula: CH6N4O2
Source: OMol25
Level of theory: ωB97M-V/def2-TZVPD

SMILES = NNC/[N+]([O-])=N/O
orbital gap = 0.3901 hartree
total charge = 0
energy above the lowest of the compared OMol25 structures with the same formula, charge and spin = 106.6 kcal per mole
E_LUMO = 0.0360 Ha

Each line ends with the Mulliken charge.
Element x y z (Å)
C 0.65722 -1.03280 0.05919  -0.425
N -1.41774 0.33519 0.88221  -0.388
N 1.41660 0.06146 -0.56724  -0.247
N -0.93160 -0.53390 0.13437  0.875
N 1.57800 1.18470 0.13174  -0.415
O -1.65214 -0.94221 -0.83983  -0.791
O -2.65947 0.74761 0.44690  -0.380
H 0.67903 -1.91064 -0.57711  0.330
H 1.05799 0.12736 -1.58908  0.282
H 0.93909 -1.07649 1.12424  0.314
H 2.42390 1.32510 0.64070  0.218
H 0.75382 1.61142 0.51624  0.232
H -2.84468 0.10321 -0.36234  0.397